1.
Here is a cluster of 9 separate species, C24H69N3O9 in total in a non-equilibrium geometry from the Open Molecules 2025 dataset. Energies are from the ωB97M-V functional and the def2-TZVPD basis.

Its SMILES is COC[C@H](C)N.COC[C@H](C)N.COC[C@H](C)N.CCO.CCO.CCO.CCO.CCO.CCO. Its multiplicity is 1. The gap between HOMO and LUMO comes out at 0.3503 Eh. The max |F| is 0.0717 hartree/bohr. For the energy above the lowest of the compared OMol25 structures with the same formula, charge and spin, the calculation gives 5.1931 eV.

Last column: Mulliken charge in e.
Atoms and positions in Å:
C 7.311 -5.596 0.303  -0.7292
O 6.136 -4.947 0.742  -0.2992
C 5.535 -5.378 1.973  -0.7586
C 4.156 -4.719 2.097  0.5272
C 3.356 -5.234 3.265  -1.4475
N 3.403 -4.571 0.862  -0.7059
H 8.204 -5.052 0.609  0.2562
H 7.352 -5.554 -0.786  0.2342
H 7.355 -6.626 0.658  0.3116
H 5.432 -6.463 1.930  0.4201
H 6.183 -5.144 2.818  0.3381
H 4.488 -3.712 2.351  0.1919
H 2.334 -4.857 3.306  0.3622
H 3.857 -5.036 4.213  0.3601
H 3.323 -6.323 3.253  0.3415
H 4.153 -4.197 0.299  0.3590
H 3.152 -5.434 0.401  0.2380
C 3.059 -7.120 -4.781  -0.7948
O 2.198 -6.154 -5.429  -0.2879
C 2.781 -5.124 -6.162  -0.6525
C 1.586 -4.191 -6.599  0.3845
C 0.764 -3.652 -5.423  -1.2888
N 0.692 -4.980 -7.483  -0.7034
H 2.298 -7.561 -4.138  0.2762
H 3.823 -6.779 -4.083  0.2938
H 3.533 -7.900 -5.376  0.2799
H 3.422 -4.584 -5.464  0.3520
H 3.323 -5.555 -7.003  0.3442
H 1.968 -3.348 -7.175  0.3348
H 1.446 -3.072 -4.802  0.3178
H 0.419 -4.479 -4.802  0.3094
H 0.000 -2.948 -5.755  0.3674
H -0.008 -4.373 -7.885  0.2379
H 1.271 -5.230 -8.272  0.2298
C -0.230 3.619 2.444  -0.7163
O -0.744 2.857 1.457  -0.3167
C -1.344 1.620 1.889  -0.7568
C -1.886 0.798 0.710  0.6894
C -3.204 1.213 0.115  -1.4011
N -2.054 -0.524 1.133  -0.7731
H 0.701 3.148 2.758  0.2854
H -0.835 3.591 3.350  0.3038
H 0.021 4.582 2.000  0.2439
H -0.552 1.153 2.473  0.3283
H -2.137 1.887 2.588  0.2863
H -1.105 0.698 -0.043  0.2752
H -3.886 1.374 0.950  0.3207
H -3.572 0.464 -0.586  0.3993
H -3.035 2.222 -0.262  0.3326
H -2.464 -1.094 0.407  0.2418
H -1.160 -0.992 1.159  0.2570
C -6.735 -0.750 -8.533  -0.9813
C -6.126 -0.822 -9.985  -0.2455
O -4.868 -1.457 -10.194  -0.5136
H -7.701 -0.252 -8.621  0.3079
H -6.168 -0.378 -7.680  0.3128
H -6.997 -1.777 -8.278  0.2700
H -5.925 0.225 -10.214  0.2532
H -6.874 -1.086 -10.733  0.2834
H -4.619 -1.221 -11.091  0.3131
C 0.409 10.634 7.560  -0.9589
C -1.069 10.820 7.323  -0.1804
O -1.310 12.050 6.654  -0.5389
H 0.898 11.606 7.614  0.2941
H 1.039 10.089 6.857  0.3104
H 0.586 10.146 8.518  0.2961
H -1.686 10.870 8.220  0.2665
H -1.416 9.929 6.799  0.2201
H -1.213 12.025 5.699  0.2909
C 6.035 1.847 7.192  -0.9216
C 6.966 0.675 6.982  -0.2077
O 7.211 -0.001 8.205  -0.5174
H 5.139 1.570 7.748  0.2924
H 5.751 2.399 6.296  0.3118
H 6.511 2.570 7.855  0.2562
H 7.959 0.987 6.659  0.2358
H 6.651 0.002 6.184  0.2538
H 6.432 -0.407 8.593  0.2967
C 4.842 1.259 -1.437  -0.9576
C 4.542 2.021 -2.710  -0.2368
O 5.570 2.083 -3.674  -0.5315
H 5.629 1.704 -0.829  0.2985
H 5.172 0.224 -1.527  0.2810
H 3.992 1.237 -0.755  0.2895
H 4.279 3.047 -2.453  0.2464
H 3.578 1.761 -3.145  0.3132
H 6.422 2.414 -3.383  0.2976
C -6.072 -3.626 6.713  -0.8222
C -6.973 -3.365 5.489  -0.3785
O -6.602 -4.123 4.399  -0.4943
H -5.078 -3.807 6.305  0.2892
H -6.408 -4.564 7.156  0.2162
H -6.135 -2.879 7.505  0.3025
H -7.004 -2.322 5.173  0.2758
H -8.014 -3.500 5.782  0.2961
H -5.788 -3.661 4.183  0.3147
C -8.632 6.273 -2.804  -0.9941
C -8.445 7.604 -3.564  -0.1867
O -7.855 8.643 -2.779  -0.5289
H -7.659 5.936 -2.449  0.2705
H -9.090 5.457 -3.363  0.3332
H -9.257 6.409 -1.922  0.2747
H -9.398 7.985 -3.932  0.2499
H -7.836 7.465 -4.457  0.2757
H -7.481 9.312 -3.357  0.3057



2.
Here is a cluster of 2 separate species, C3H9N2O3 in total in a non-equilibrium geometry from the Open Molecules 2025 dataset. Energies are from the ωB97M-V functional and the def2-TZVPD basis.

Its multiplicity is 1. The gap between HOMO and LUMO comes out at 0.3067 Eh. As for the charge: -1. The max |F| is 0.0208 hartree/bohr. For the energy above the lowest of the compared OMol25 structures with the same formula, charge and spin, the calculation gives 0.9815 eV.

Last column: Mulliken charge in e.
Atoms and positions in Å:
O -1.317 -0.330 -1.231  -0.8836
C -0.386 -0.331 -0.366  0.5646
N 0.653 0.469 -0.287  -0.4171
C 0.756 1.462 -1.327  -0.3873
O 0.422 1.025 -2.642  -0.5915
C -0.481 -1.394 0.730  -0.4180
N -1.880 -1.763 1.038  -0.7546
H 2.049 0.471 1.241  0.4680
H 1.802 1.703 -1.478  0.2579
H 0.181 2.349 -1.039  0.2423
H 0.005 -1.049 1.637  0.2221
H -0.024 -2.350 0.477  0.2090
H -2.401 -0.984 1.426  0.2550
H -2.311 -1.866 0.118  0.3024
H 1.284 1.278 2.106  0.2978
H -0.436 0.573 -2.584  0.3570
O 2.084 0.737 2.184  -0.7239



3.
Here is a cluster of 2 separate species, C5H13NO in total in a non-equilibrium geometry from the Open Molecules 2025 dataset. Energies are from the ωB97M-V functional and the def2-TZVPD basis.

Its SMILES is CC(N)=O.CCC. Its multiplicity is 1. The gap between HOMO and LUMO comes out at 0.3921 Eh. The max |F| is 0.1224 hartree/bohr. For the energy above the lowest of the compared OMol25 structures with the same formula, charge and spin, the calculation gives 1.2917 eV.

Last column: Mulliken charge in e.
Atoms and positions in Å:
C 2.538 0.518 1.606  -0.8731
C 1.736 1.157 0.666  0.6908
N 2.299 1.689 -0.478  -0.3962
O 0.494 1.195 0.704  -0.6310
H 2.535 0.921 2.599  0.2643
H 3.558 0.297 1.261  0.3192
H 2.227 -0.583 1.804  0.2247
H 1.691 1.968 -1.189  0.2153
H 3.286 1.673 -0.678  0.1839
C -3.141 -1.539 0.211  -1.0608
C -1.782 -1.113 -0.459  0.1839
C -1.840 -1.431 -1.944  -1.3293
H -2.964 -2.490 0.714  0.2737
H -3.973 -1.734 -0.458  0.3313
H -3.462 -0.753 0.887  0.2963
H -1.505 -0.060 -0.464  0.1511
H -0.881 -1.549 0.065  0.1766
H -1.729 -2.474 -2.423  0.2804
H -2.834 -1.121 -2.401  0.2737
H -1.062 -1.034 -2.482  0.4252



4.
Here is a cluster of 2 separate species, C9H11OP in total in a non-equilibrium geometry from the Open Molecules 2025 dataset. Energies are from the ωB97M-V functional and the def2-TZVPD basis.

Its multiplicity is 1. The gap between HOMO and LUMO (alpha / beta) comes out at 0.3002 / 0.2367 Eh. The max |F| is 0.0996 hartree/bohr. For the energy above the lowest of the compared OMol25 structures with the same formula, charge and spin, the calculation gives 3.8865 eV.

Last column: Mulliken charge in e.
Atoms and positions in Å:
C -1.106 1.568 2.722  -0.6094
C -0.223 2.436 2.015  -0.4580
C -0.945 0.234 2.579  -0.5333
C 0.862 2.000 1.364  -0.2691
C 0.158 -0.237 1.774  -0.3321
C 1.148 0.595 1.195  0.3184
C 0.376 -0.052 -2.412  0.1016
C -0.944 -2.246 -2.828  -1.4085
C 0.255 -1.522 -2.214  0.1445
O -0.439 0.776 -2.544  -0.3453
P 2.613 -0.046 0.349  0.0782
H -1.934 1.931 3.159  0.4508
H -0.389 3.492 1.986  0.3656
H -1.487 -0.582 2.846  0.4443
H 1.526 2.696 0.809  0.2035
H 0.060 -1.314 1.724  0.3099
H -1.119 -3.272 -2.620  0.4015
H -1.802 -1.815 -2.530  0.4253
H -0.985 -2.225 -4.030  0.2638
H -0.034 -1.676 -1.175  0.0329
H 1.070 -2.094 -2.486  0.3920
H 3.337 1.354 0.315  0.0232



5.
Here is a structure of composition C17H20IrN4O6P2S from the Open Molecules 2025 dataset. Energies are from the ωB97M-V functional and the def2-TZVPD basis.

Its multiplicity is 5. The gap between HOMO and LUMO (alpha / beta) comes out at 0.2463 / 0.2433 Eh. As for the charge: +1. The expectation value of S² is 6.02. The max |F| is 0.0181 hartree/bohr. For the energy above the lowest of the compared OMol25 structures with the same formula, charge and spin, the calculation gives 0.0000 eV.

Last column: Mulliken spin population.
Atoms and positions in Å:
Ir 0.039 -0.588 0.414  2.7244
N -4.836 0.314 -0.251  0.0005
C -3.633 -0.565 -0.573  0.0066
C -4.081 -1.855 -1.248  -0.0034
P -2.505 0.479 -1.598  0.0354
O -3.006 0.236 -3.098  0.0070
O -2.760 1.901 -1.215  0.0019
O -1.102 -0.071 -1.468  0.0813
P -2.983 -0.963 1.128  -0.0063
O -2.385 0.473 1.543  0.0220
O -4.190 -1.223 1.947  0.0095
O -1.786 -1.882 0.971  0.0746
H -4.514 1.290 -0.232  0.0004
H -5.194 0.017 0.671  -0.0003
H -5.568 0.223 -0.956  -0.0001
H -4.592 -1.652 -2.191  0.0006
H -4.737 -2.431 -0.594  -0.0002
H -3.205 -2.468 -1.456  0.0019
H -2.488 -0.424 -3.572  -0.0017
H -2.738 0.806 2.376  -0.0010
C 1.469 -2.517 4.240  0.0072
C 2.840 -2.484 4.050  0.0002
C 3.357 -1.941 2.886  0.0138
C 2.498 -1.429 1.928  0.0854
N 1.174 -1.440 2.143  0.1604
C 0.667 -1.979 3.255  -0.0012
C 2.953 -0.905 0.593  -0.0593
C 4.297 -0.742 0.299  -0.0334
C 4.684 -0.310 -0.964  0.0618
C 3.730 -0.047 -1.937  -0.0209
C 2.383 -0.193 -1.639  0.0754
C 1.978 -0.605 -0.369  0.3065
H 1.026 -2.951 5.124  0.0006
H 3.507 -2.893 4.798  -0.0004
H 4.423 -1.937 2.713  0.0027
H -0.413 -1.974 3.333  0.0062
H 5.060 -0.948 1.038  0.0023
H 5.736 -0.190 -1.189  0.0027
H 4.041 0.268 -2.926  0.0009
H 1.635 0.014 -2.397  0.0144
S 0.441 1.714 1.364  0.3272
C 0.819 2.489 -0.119  0.0258
N -0.181 2.617 -1.035  0.0246
C -0.002 3.159 -2.239  -0.0087
C 1.234 3.647 -2.570  0.0269
C 2.216 3.537 -1.585  -0.0050
N 2.034 2.974 -0.403  0.0229
H -1.115 2.241 -0.801  0.0068
H -0.867 3.188 -2.889  0.0008
H 1.425 4.095 -3.532  0.0015
H 3.213 3.927 -1.767  -0.0010